Here is a molecular structure, C16H19F2NSV from the OMol25 dataset. Energies are from ωB97M-V/def2-TZVPD.

Geometry as XYZ:
```
40
Properties=species:S:1:pos:R:3:forces:R:3:mulliken_charge:R:1
V -1.321 0.998 -0.282 0.36 0.41 -0.17 0.29
C 2.675 -0.392 1.570 -0.01 -0.01 0.02 -1.17
C 1.867 -1.686 1.720 0.02 0.03 -0.05 0.45
C 2.374 -2.745 0.748 -0.01 -0.02 0.01 -1.62
C 0.388 -1.394 1.584 0.00 0.00 0.04 0.21
C -0.296 -0.800 2.645 -0.03 -0.01 0.00 -0.55
C -1.639 -0.476 2.556 0.02 0.00 -0.04 -0.44
C -2.369 -0.751 1.398 -0.04 0.01 0.05 1.14
C -3.841 -0.437 1.304 -0.02 -0.02 0.01 -1.55
C -1.687 -1.345 0.329 -0.06 -0.02 -0.03 -1.52
C -0.328 -1.655 0.420 0.00 0.11 -0.05 0.41
H 3.738 -0.587 1.716 0.01 -0.01 0.00 0.48
H 2.355 0.368 2.280 0.00 0.00 0.01 0.30
H 2.536 0.029 0.572 0.00 0.00 -0.01 0.10
H 2.017 -2.062 2.737 0.00 0.01 0.00 0.42
H 2.351 -2.385 -0.284 0.00 0.01 -0.01 0.22
H 1.786 -3.663 0.801 0.00 0.00 0.00 0.40
H 3.411 -2.993 0.976 0.00 0.00 0.00 0.44
H 0.245 -0.564 3.554 0.01 0.00 0.00 0.40
H -2.131 0.015 3.386 0.00 0.00 0.00 0.37
H -4.436 -1.313 1.572 0.00 0.00 0.01 0.37
H -4.129 -0.145 0.292 0.00 -0.01 0.01 0.28
H -4.110 0.372 1.982 0.00 0.01 -0.01 0.39
H -2.228 -1.573 -0.587 0.00 -0.06 0.03 0.25
H 0.158 -2.106 -0.436 0.00 -0.02 0.01 0.36
S -2.368 2.342 -2.062 -0.02 -0.14 0.20 -0.51
C -0.861 1.854 -2.773 -0.02 0.12 -0.29 0.58
C -0.425 2.259 -4.043 0.10 -0.05 -0.02 -0.76
C 0.792 1.813 -4.508 -0.05 0.02 0.04 -0.08
C 1.575 0.972 -3.714 0.01 -0.01 0.01 -0.90
C 1.090 0.617 -2.477 0.04 0.01 0.01 -0.05
N -0.090 1.045 -2.020 -0.18 -0.07 0.16 -0.06
H -1.054 2.913 -4.628 -0.01 0.00 -0.01 0.39
H 1.141 2.118 -5.486 0.01 0.00 -0.01 0.38
H 2.535 0.609 -4.050 0.01 0.00 0.00 0.40
H 1.654 -0.023 -1.808 0.01 -0.01 -0.01 0.35
F 0.695 2.124 1.686 0.06 0.02 0.06 -0.25
C -0.406 2.490 0.907 -0.17 -0.27 -0.02 0.16
F -1.471 2.646 1.848 -0.04 0.01 0.07 -0.30
H -0.195 3.512 0.575 0.01 -0.04 -0.05 0.22
```
Positions in Å, forces in eV/Å.

Values from the calculation:
**2S+1**: 4
**Energy above the lowest of the compared OMol25 structures with the same formula, charge and spin**: 0.463 eV
**<S²>**: 3.768

---

Here is 2 unconnected molecules or ions with the total composition C6H9N at a distorted geometry from the OMol25 dataset. Energies are from ωB97M-V/def2-TZVPD.

Geometry as XYZ:
```
16
Properties=species:S:1:pos:R:3:forces:R:3:mulliken_charge:R:1
C 1.945 -2.123 -0.190 0.18 -0.19 -0.06 -1.28
C 0.936 -1.116 0.064 -0.87 -0.22 -0.26 0.21
C -0.050 -0.407 0.187 3.17 0.57 0.77 0.18
C -0.330 0.950 0.645 -3.33 -0.14 -0.62 0.01
C 0.128 2.050 -0.297 0.00 0.04 0.01 -1.09
H 2.697 -1.744 -0.885 0.00 -0.07 0.05 0.29
H 2.440 -2.427 0.734 0.00 -0.01 -0.07 0.29
H 1.486 -3.009 -0.640 0.02 0.06 0.04 0.31
H -0.011 1.117 1.674 -0.19 -0.08 -0.06 0.32
H -1.618 0.865 0.558 2.80 1.26 0.89 -0.04
H -0.255 3.016 0.039 0.04 0.00 0.00 0.34
H -0.245 1.871 -1.306 0.02 -0.02 0.00 0.31
H 1.216 2.108 -0.343 0.00 -0.01 0.01 0.32
C -2.673 -0.207 0.024 0.27 -2.87 -1.27 -0.12
N -2.002 -1.140 -0.262 -2.25 1.22 0.28 -0.40
H -3.666 0.197 0.000 0.14 0.43 0.29 0.36
```
Positions in Å, forces in eV/Å.

Values from the calculation:
**Structure (SMILES)**: CC#CCC.C#N
**Energy above the lowest of the compared OMol25 structures with the same formula, charge and spin**: 5.039 eV

---

Here is a molecular structure, C23H30ClCsFN3O7SeSi at a distorted geometry from the OMol25 dataset. Energies are from ωB97M-V/def2-TZVPD.

Geometry as XYZ:
```
68
Properties=species:S:1:pos:R:3:forces:R:3:mulliken_charge:R:1
Cs 1.813 -1.952 -1.171 -0.34 1.54 0.29 1.32
C 2.967 5.363 -0.754 -0.23 0.08 -0.01 -0.77
O 4.253 4.815 -0.676 0.35 -0.63 -0.01 -0.47
C 4.368 3.440 -0.795 0.15 0.23 0.01 1.15
C 5.693 2.967 -0.776 0.31 0.23 0.06 -0.94
C 5.928 1.626 -0.903 0.14 0.15 -0.02 -0.47
C 4.903 0.690 -1.082 -0.49 0.10 0.06 0.65
C 5.160 -0.714 -1.271 0.51 -0.31 -0.14 0.47
C 6.475 -1.296 -0.753 -0.14 -0.04 -0.22 -1.11
O 4.368 -1.497 -1.793 0.98 0.07 -0.09 -0.75
C 3.527 1.151 -1.081 0.41 0.26 -0.07 -0.14
O 2.549 0.381 -1.178 0.38 2.05 0.02 -0.97
C 3.331 2.568 -0.930 -0.32 0.37 -0.02 -0.11
H 3.102 6.442 -0.665 -0.11 -0.06 -0.01 0.25
H 2.326 5.004 0.058 -0.03 0.02 -0.07 0.31
H 2.493 5.131 -1.715 -0.05 0.00 0.08 0.32
H 6.498 3.679 -0.671 0.09 0.04 0.00 0.37
H 6.962 1.306 -0.913 0.01 -0.04 0.03 0.16
H 7.306 -0.599 -0.752 0.06 0.06 0.03 0.33
H 6.732 -2.168 -1.350 -0.03 -0.06 0.02 0.29
H 6.301 -1.614 0.274 0.02 -0.05 0.11 0.26
H 2.303 2.893 -0.936 -0.18 0.06 0.00 0.02
C -0.705 2.808 -0.597 -0.58 0.01 -0.11 -1.03
Si -2.493 2.153 -0.736 0.18 0.47 -0.01 -0.08
C -3.527 3.328 0.416 0.25 -0.47 -0.25 -1.16
C -3.122 2.563 -2.507 0.18 -0.24 0.48 -1.15
N -2.450 0.519 -0.394 0.20 0.70 0.06 0.19
C -3.264 -0.500 -0.644 0.18 0.02 0.07 -0.32
C -4.671 -0.436 -0.799 0.13 0.09 -0.02 -0.12
C -5.450 -1.563 -0.936 -0.32 -0.25 -0.06 -0.77
C -4.883 -2.829 -0.955 -0.22 -0.14 -0.05 -0.44
C -3.501 -2.946 -0.838 0.18 0.01 -0.10 -0.50
C -2.739 -1.816 -0.688 0.28 -0.19 -0.04 0.40
F -1.390 -1.965 -0.504 -0.53 0.10 -0.15 -0.16
H -0.649 3.891 -0.688 -0.06 0.28 -0.04 0.35
H -0.086 2.377 -1.376 0.15 -0.20 -0.16 0.20
H -0.257 2.538 0.354 0.04 -0.14 0.21 0.27
H -3.642 4.321 -0.016 0.08 0.19 -0.17 0.34
H -3.046 3.451 1.385 0.09 -0.05 0.16 0.32
H -4.529 2.942 0.592 -0.18 -0.14 0.03 0.33
H -2.997 3.599 -2.804 0.09 0.31 0.07 0.38
H -4.174 2.315 -2.616 -0.25 -0.10 0.01 0.31
H -2.571 1.947 -3.210 0.13 -0.17 -0.21 0.29
H -5.125 0.545 -0.782 -0.09 0.15 0.05 0.30
H -6.528 -1.462 -1.022 -0.01 0.03 -0.03 0.33
H -5.502 -3.709 -1.059 0.00 -0.06 -0.02 0.36
H -3.006 -3.907 -0.843 0.09 -0.06 -0.02 0.50
C -1.126 -4.469 2.868 0.17 -0.55 -0.05 -0.72
N -1.492 -3.082 2.894 0.05 0.66 -0.17 0.34
C -2.566 -2.564 2.223 -0.56 0.46 -0.04 -1.06
C -2.506 -1.218 2.333 -0.62 -0.42 -0.21 -0.77
N -1.391 -0.919 3.067 -0.07 -0.57 -0.31 0.31
C -0.918 0.419 3.268 0.21 0.47 0.14 -0.72
C -0.776 -2.066 3.412 0.32 -0.06 0.61 0.03
Se 0.628 -2.221 4.564 0.84 -0.05 0.50 -0.47
H -1.884 -5.070 3.378 0.04 0.04 0.03 0.30
H -0.167 -4.587 3.369 -0.08 0.04 -0.01 0.23
H -1.040 -4.795 1.829 0.04 0.02 0.07 0.22
H -3.258 -3.190 1.701 -0.12 -0.04 -0.12 0.70
H -3.125 -0.449 1.918 -0.05 0.09 -0.18 0.83
H -1.580 0.952 3.956 0.07 -0.01 -0.01 0.29
H -0.904 0.935 2.305 -0.02 -0.06 0.04 0.12
H 0.085 0.379 3.691 -0.10 -0.03 -0.03 0.27
O -0.691 -4.916 -0.541 -1.09 0.12 0.43 -0.66
Cl 0.591 -4.763 -1.138 -0.62 -2.18 0.05 1.88
O 0.529 -3.861 -2.236 -0.96 -0.39 -1.60 -0.83
O 1.034 -6.037 -1.599 0.51 -0.73 -0.35 -0.76
O 1.503 -4.259 -0.164 0.59 -1.02 1.43 -0.83
```
Positions in Å, forces in eV/Å.

Values from the calculation:
**Energy above the lowest of the compared OMol25 structures with the same formula, charge and spin**: 2.280 eV
**Total charge**: -2

---

Here is a molecular structure, C6H14O from the OMol25 dataset. Energies are from ωB97M-V/def2-TZVPD.

Geometry as XYZ:
```
21
Properties=species:S:1:pos:R:3:forces:R:3:mulliken_charge:R:1
C 1.055 1.251 -1.163 0.06 -0.08 0.05 -1.29
C 0.448 1.177 0.212 -0.20 0.07 -0.09 0.23
C 2.178 0.417 1.222 0.08 -0.05 0.01 -1.36
C -0.660 0.313 0.510 -0.36 0.13 -0.19 -0.97
C -1.059 -0.800 -0.402 0.19 -0.12 0.36 0.60
C -2.105 -1.693 0.257 -0.05 -0.06 0.01 -1.46
O -1.574 -0.272 -1.640 -0.03 -0.12 -0.20 -0.52
H 1.985 1.823 -1.169 -0.11 -0.06 0.00 0.42
H 0.317 1.720 -1.824 0.08 -0.01 0.15 0.36
H 1.243 0.255 -1.565 -0.01 0.08 0.04 0.26
H 0.463 2.105 0.782 0.09 -0.24 -0.06 0.42
H 2.748 1.348 1.195 -0.02 -0.12 -0.01 0.36
H 2.658 -0.360 0.616 -0.08 0.18 0.06 0.28
H 2.081 0.080 2.265 -0.10 0.09 -0.19 0.44
H -1.371 0.655 1.259 0.17 -0.07 -0.09 0.43
H 0.679 0.168 1.024 0.25 0.01 0.14 0.17
H -0.173 -1.418 -0.638 -0.11 0.07 -0.03 0.22
H -2.997 -1.103 0.494 0.12 -0.09 -0.04 0.31
H -1.720 -2.132 1.182 -0.02 0.07 -0.13 0.35
H -2.399 -2.512 -0.411 0.01 0.12 0.08 0.42
H -1.800 -1.022 -2.209 0.03 0.20 0.12 0.33
```
Positions in Å, forces in eV/Å.

Values from the calculation:
**Energy above the lowest of the compared OMol25 structures with the same formula, charge and spin**: 5.162 eV

---

Here is 2 unconnected molecules or ions with the total composition C17H11Cl4O5 at a distorted geometry from the OMol25 dataset. Energies are from ωB97M-V/def2-TZVPD.

Geometry as XYZ:
```
37
Properties=species:S:1:pos:R:3:forces:R:3:mulliken_charge:R:1
Cl -1.361 -2.971 4.623 -0.14 -0.06 -0.29 -0.17
C -1.888 -2.659 3.008 0.87 2.21 0.79 0.26
C -1.750 -1.404 2.479 0.69 -1.03 2.23 0.32
Cl -1.020 -0.153 3.401 -0.18 -0.05 -0.32 -0.14
C -2.168 -1.098 1.141 0.39 2.47 -0.83 0.28
O -2.053 0.027 0.684 -0.22 -1.03 0.22 -0.54
C -2.757 -2.198 0.339 -0.81 0.18 -2.37 0.25
O -3.162 -2.005 -0.793 0.28 0.05 0.87 -0.56
C -2.842 -3.494 0.951 0.24 -1.97 1.45 0.31
Cl -3.420 -4.801 -0.003 -0.05 0.30 -0.03 -0.16
C -2.436 -3.709 2.239 -1.03 -1.32 -1.82 0.24
Cl -2.583 -5.285 2.932 0.09 0.34 -0.03 -0.17
C 4.896 -0.587 2.015 -0.17 0.42 0.06 -1.23
C 3.923 -0.990 0.932 0.42 -0.82 0.00 -0.13
O 3.019 0.046 0.664 0.27 0.16 0.37 -0.30
C 2.172 -0.329 -0.342 -1.87 0.18 -1.95 -0.04
C 1.287 0.714 -0.741 0.20 0.64 0.87 -0.30
C 0.437 0.711 -1.863 1.04 -0.94 0.72 0.77
C -0.437 1.892 -2.087 -0.12 0.65 0.18 0.54
C -0.286 3.079 -1.374 0.00 -0.12 -0.07 -0.41
C -1.115 4.150 -1.615 0.02 0.22 0.10 -0.76
C -2.101 4.059 -2.572 -0.28 0.33 -0.19 -0.34
C -2.248 2.895 -3.295 -0.14 -0.02 -0.14 -0.50
C -1.425 1.816 -3.055 0.05 -0.12 0.01 -0.37
O 0.391 -0.214 -2.670 -0.53 -0.56 -1.05 -0.76
O 2.192 -1.446 -0.847 0.68 -0.14 0.68 -0.68
H 5.575 -1.401 2.275 -0.05 -0.05 -0.08 0.38
H 5.487 0.274 1.701 0.07 -0.01 -0.05 0.29
H 4.356 -0.283 2.912 -0.03 -0.07 0.10 0.30
H 4.438 -1.227 -0.013 0.02 -0.19 0.39 0.30
H 3.331 -1.873 1.218 0.43 0.01 -0.02 0.27
H 1.321 1.583 -0.114 0.04 0.23 0.20 0.24
H 0.487 3.185 -0.635 0.13 -0.07 0.11 0.27
H -0.986 5.065 -1.061 0.03 0.22 0.15 0.37
H -2.741 4.905 -2.767 -0.15 0.14 -0.04 0.37
H -3.003 2.831 -4.058 -0.26 -0.03 -0.20 0.37
H -1.530 0.897 -3.609 0.07 -0.16 -0.03 0.44
```
Positions in Å, forces in eV/Å.

Values from the calculation:
**E**: -2871.3800 a.u.
**Total charge**: -1

---

Here is a molecular structure, C7H7O6STl at a distorted geometry from the OMol25 dataset. Energies are from ωB97M-V/def2-TZVPD.

Geometry as XYZ:
```
22
Properties=species:S:1:pos:R:3:forces:R:3:mulliken_charge:R:1
O 3.462 -3.701 -2.326 -1.95 1.72 1.30 -0.05
C 2.705 -3.015 -1.819 2.76 -2.18 -1.91 0.04
Tl 0.928 -1.709 -0.389 -0.47 0.25 0.60 0.87
O 3.291 1.122 -2.119 -1.50 -1.71 1.36 -0.11
C 2.655 0.367 -1.551 1.72 1.70 -1.25 0.15
C -0.075 1.383 -1.187 -0.60 2.29 -2.03 0.17
O -0.265 2.255 -1.902 0.48 -1.84 1.76 -0.23
C -3.067 -1.362 -1.731 3.20 6.66 1.12 0.50
O -2.490 -0.413 -1.404 -3.30 -5.84 -1.34 0.04
C 0.267 -0.624 -3.138 -0.89 1.02 -2.76 0.12
O -0.099 -0.117 -4.094 0.90 -1.24 2.30 -0.11
H -3.674 -2.046 -2.316 -0.34 -0.87 0.12 0.44
C 0.493 0.048 3.177 0.02 -0.06 0.08 -1.11
S 0.158 0.666 1.527 0.18 0.87 0.86 0.76
C -1.518 1.287 1.825 0.14 -0.01 0.09 -1.03
O 1.051 1.848 1.299 -0.51 -0.82 -0.22 -0.61
H -0.349 -0.566 3.512 0.15 0.06 -0.02 0.38
H 0.644 0.903 3.845 -0.03 -0.15 -0.13 0.37
H 1.401 -0.562 3.128 -0.14 0.20 0.08 0.36
H -1.458 2.058 2.604 -0.03 -0.14 -0.21 0.39
H -1.911 1.721 0.900 0.16 -0.02 0.19 0.32
H -2.148 0.457 2.158 0.05 0.11 -0.01 0.34
```
Positions in Å, forces in eV/Å.

Values from the calculation:
**Energy above the lowest of the compared OMol25 structures with the same formula, charge and spin**: 0.000 eV
**Total charge**: +2